# 1
276
Properties=species:S:1:pos:R:3 method="wB97M-V/def2-TZVPD" e_homo_ev=-8.22 orbital_gap_ev=8.69
C -4.59 2.66 -4.47
O -3.73 1.62 -4.89
C -4.31 0.65 -5.72
C -3.25 -0.14 -6.38
N -2.65 -1.16 -5.54
C -1.42 -1.71 -6.12
C -0.60 -2.40 -5.01
O -0.16 -1.48 -3.98
C 0.07 -2.08 -2.72
H -5.39 2.22 -3.88
H -5.01 3.17 -5.35
H -3.93 3.29 -3.88
H -4.94 1.12 -6.47
H -4.99 0.03 -5.13
H -2.52 0.62 -6.68
H -3.67 -0.48 -7.33
H -2.27 -0.69 -4.73
H -0.77 -0.95 -6.55
H -1.65 -2.40 -6.93
H 0.25 -2.79 -5.56
H -1.18 -3.21 -4.57
H 0.00 -1.41 -1.87
H 1.00 -2.65 -2.74
H -0.73 -2.80 -2.51
C 2.76 8.68 -4.17
O 2.90 7.47 -3.48
C 4.22 6.99 -3.41
C 4.28 5.70 -2.59
N 3.43 4.64 -3.19
C 3.30 3.52 -2.21
C 2.20 2.55 -2.63
O 0.91 3.18 -2.68
C -0.11 2.29 -3.10
H 3.39 9.49 -3.82
H 1.73 8.95 -3.94
H 2.89 8.53 -5.25
H 4.84 7.73 -2.91
H 4.69 6.91 -4.39
H 4.04 5.87 -1.54
H 5.33 5.41 -2.51
H 2.48 5.00 -3.23
H 3.09 3.94 -1.23
H 4.26 3.00 -2.19
H 2.18 1.72 -1.91
H 2.58 2.15 -3.57
H -1.07 2.80 -2.99
H -0.16 1.35 -2.56
H 0.02 2.11 -4.17
C 2.88 -3.25 4.19
O 3.42 -4.43 3.59
C 3.37 -4.41 2.13
C 3.90 -5.72 1.55
N 5.17 -6.03 2.12
C 5.56 -7.41 1.93
C 7.04 -7.70 2.34
O 7.13 -7.69 3.80
C 8.37 -8.01 4.33
H 3.45 -2.33 4.06
H 2.96 -3.42 5.26
H 1.83 -3.09 3.91
H 3.98 -3.60 1.72
H 2.35 -4.16 1.82
H 4.10 -5.54 0.49
H 3.17 -6.53 1.61
H 5.23 -5.60 3.03
H 5.49 -7.68 0.88
H 4.91 -8.09 2.50
H 7.68 -6.93 1.90
H 7.35 -8.71 2.10
H 8.72 -8.97 3.95
H 8.38 -8.00 5.42
H 9.09 -7.26 3.99
C 4.93 -4.18 -2.58
O 5.64 -5.32 -2.16
C 6.79 -5.01 -1.36
C 8.02 -4.50 -2.24
N 9.11 -4.30 -1.33
C 10.20 -3.65 -2.03
C 11.12 -3.02 -0.98
O 10.35 -2.01 -0.30
C 11.01 -1.35 0.76
H 4.01 -4.42 -3.12
H 5.52 -3.59 -3.28
H 4.69 -3.54 -1.73
H 7.06 -5.93 -0.84
H 6.49 -4.27 -0.63
H 7.74 -3.55 -2.68
H 8.34 -5.24 -2.97
H 8.86 -3.59 -0.65
H 9.86 -2.80 -2.62
H 10.80 -4.35 -2.61
H 11.95 -2.50 -1.45
H 11.54 -3.81 -0.35
H 11.25 -1.99 1.62
H 10.31 -0.66 1.23
H 11.94 -0.85 0.49
C -3.56 -3.02 -2.71
O -4.61 -3.85 -2.21
C -4.12 -5.13 -1.88
C -5.15 -5.91 -1.04
N -6.40 -6.06 -1.80
C -7.41 -6.79 -1.02
C -8.86 -6.82 -1.58
O -9.42 -5.50 -1.45
C -10.86 -5.45 -1.65
H -2.91 -2.62 -1.93
H -3.99 -2.27 -3.36
H -2.98 -3.59 -3.44
H -3.21 -4.95 -1.30
H -3.77 -5.65 -2.77
H -5.43 -5.46 -0.09
H -4.80 -6.90 -0.75
H -6.74 -5.15 -2.10
H -7.48 -6.45 0.02
H -7.13 -7.84 -0.92
H -9.47 -7.56 -1.07
H -8.82 -7.09 -2.63
H -11.19 -5.67 -2.66
H -11.09 -4.44 -1.31
H -11.47 -6.07 -0.99
C -12.63 1.08 -0.15
O -11.45 1.14 -0.92
C -10.50 2.04 -0.40
C -9.30 2.15 -1.31
N -8.50 0.92 -1.10
C -7.52 0.76 -2.14
C -7.13 -0.75 -2.35
O -8.32 -1.36 -2.86
C -8.30 -2.77 -2.78
H -12.39 0.91 0.90
H -13.24 0.27 -0.55
H -13.10 2.06 -0.20
H -10.13 1.73 0.58
H -10.96 3.02 -0.29
H -8.81 3.12 -1.21
H -9.74 2.24 -2.30
H -9.14 0.14 -1.17
H -6.57 1.25 -1.91
H -7.77 1.23 -3.09
H -6.81 -1.08 -1.36
H -6.31 -0.87 -3.05
H -8.15 -3.17 -3.78
H -9.29 -3.15 -2.52
H -7.65 -3.24 -2.05
C 3.32 3.01 5.69
O 3.66 1.92 4.82
C 4.40 0.92 5.51
C 3.80 0.20 6.76
N 2.56 -0.52 6.29
C 1.62 -0.88 7.36
C 0.21 -0.93 6.76
O -0.09 0.29 5.95
C -1.43 0.39 5.49
H 3.07 3.98 5.26
H 4.03 3.29 6.47
H 2.42 2.80 6.26
H 5.38 1.29 5.81
H 4.65 0.19 4.74
H 3.46 0.97 7.45
H 4.58 -0.36 7.27
H 2.04 0.11 5.69
H 1.67 -0.12 8.14
H 1.94 -1.83 7.81
H -0.50 -1.10 7.57
H 0.08 -1.72 6.02
H -1.57 1.39 5.06
H -2.15 0.14 6.27
H -1.63 -0.31 4.69
C -1.83 -6.26 -5.92
O -1.38 -6.84 -4.67
C -0.05 -7.32 -4.71
C 0.97 -6.24 -4.43
N 0.79 -5.39 -3.29
C 1.03 -6.08 -2.04
C 0.83 -5.09 -0.90
O -0.53 -4.81 -0.66
C -0.77 -3.82 0.31
H -2.89 -6.05 -5.75
H -1.85 -6.97 -6.75
H -1.42 -5.27 -6.11
H 0.18 -7.82 -5.65
H -0.03 -8.09 -3.93
H 1.18 -5.66 -5.33
H 1.91 -6.76 -4.25
H -0.21 -5.28 -3.42
H 2.04 -6.47 -2.09
H 0.36 -6.91 -1.84
H 1.40 -4.18 -1.09
H 1.27 -5.53 -0.01
H -0.49 -2.88 -0.16
H -0.06 -3.95 1.13
H -1.81 -3.70 0.62
C 4.23 7.16 1.15
O 3.23 6.29 0.65
C 1.89 6.67 0.93
C 1.01 5.86 -0.02
N -0.43 5.98 0.29
C -1.19 5.14 -0.64
C -2.62 5.01 -0.12
O -2.61 4.41 1.17
C -3.84 4.32 1.75
H 4.23 8.10 0.59
H 5.24 6.74 1.12
H 4.15 7.40 2.20
H 1.67 7.72 0.71
H 1.69 6.53 1.99
H 1.30 4.82 0.12
H 1.20 6.10 -1.07
H -0.64 5.56 1.18
H -0.80 4.12 -0.73
H -1.18 5.56 -1.64
H -3.31 4.57 -0.84
H -3.00 6.02 -0.01
H -3.85 3.85 2.74
H -4.52 3.67 1.19
H -4.28 5.29 1.96
C 0.25 4.34 3.47
O -0.41 5.48 3.06
C -1.30 5.93 4.09
C -2.22 7.03 3.49
N -3.11 7.58 4.54
C -3.68 8.83 3.99
C -4.48 9.60 5.04
O -3.58 10.01 6.09
C -4.11 11.04 6.88
H -0.51 3.59 3.69
H 0.95 4.37 4.30
H 0.93 3.96 2.71
H -0.78 6.39 4.93
H -1.89 5.11 4.50
H -2.85 6.62 2.70
H -1.52 7.75 3.08
H -2.54 7.79 5.35
H -4.30 8.80 3.10
H -2.83 9.44 3.70
H -5.45 9.21 5.35
H -4.83 10.48 4.50
H -3.35 11.22 7.64
H -5.04 10.78 7.39
H -4.30 11.90 6.24
C 3.19 -1.62 -0.07
O 2.06 -1.39 0.76
C 2.12 -0.14 1.53
C 0.84 -0.21 2.49
N -0.43 -0.26 1.76
C -0.72 1.09 1.27
C -2.08 1.07 0.55
O -1.95 0.41 -0.70
C -3.15 0.45 -1.46
H 3.15 -2.64 -0.46
H 4.14 -1.46 0.44
H 3.12 -1.03 -0.99
H 1.97 0.72 0.88
H 3.02 -0.03 2.13
H 0.89 0.65 3.17
H 0.97 -1.12 3.08
H -0.39 -0.85 0.94
H 0.12 1.43 0.65
H -0.90 1.74 2.12
H -2.40 2.09 0.39
H -2.76 0.60 1.26
H -3.15 1.41 -1.99
H -4.04 0.25 -0.86
H -3.03 -0.20 -2.32
C 3.89 3.40 1.70
C 5.13 3.58 0.82
C 6.39 3.76 1.63
O 5.25 2.48 0.03
H 3.95 2.55 2.38
H 3.01 3.25 1.07
H 3.65 4.28 2.30
H 4.93 4.42 0.16
H 6.65 2.91 2.27
H 6.35 4.55 2.38
H 7.30 3.90 1.05
H 5.96 2.67 -0.59

***

# 2
60
Properties=species:S:1:pos:R:3 method="wB97M-V/def2-TZVPD" e_homo_ev=-5.63 orbital_gap_ev=5.82
P 0.30 -2.31 0.64
P -0.03 1.57 0.71
C -0.12 -1.05 -0.64
C 0.46 0.38 -0.59
H -1.21 -1.01 -0.82
H 0.33 -1.53 -1.51
H 1.56 0.38 -0.72
H 0.05 0.91 -1.45
C -1.73 2.14 0.43
H -2.07 2.69 1.32
H -2.41 1.29 0.30
H -1.83 2.80 -0.44
C 1.15 2.93 0.84
H 1.11 3.60 -0.03
H 2.17 2.53 0.95
H 0.91 3.51 1.74
C -0.87 -3.70 0.43
H -0.74 -4.38 1.28
H -0.71 -4.25 -0.51
H -1.90 -3.31 0.46
C 2.01 -2.86 0.26
H 2.69 -1.99 0.32
H 2.10 -3.33 -0.73
H 2.30 -3.58 1.04
Cd -0.14 -0.34 2.32
C 0.57 1.21 -3.48
C -0.78 1.26 -3.32
C -1.71 0.55 -4.25
C -1.32 -0.91 -4.62
C -0.57 -1.67 -3.55
C 0.77 -1.75 -3.46
C 1.70 -0.96 -4.34
C 1.29 0.51 -4.60
C 0.17 -2.01 3.77
H 1.24 1.79 -2.84
H -1.24 2.01 -2.66
H -1.79 1.15 -5.17
H -2.72 0.53 -3.81
H -2.25 -1.47 -4.81
H -0.74 -0.89 -5.55
H -1.22 -2.25 -2.89
H 1.26 -2.57 -2.89
H 1.78 -1.49 -5.31
H 2.71 -0.97 -3.91
H 2.22 1.09 -4.77
H 0.70 0.56 -5.53
H 0.88 -1.60 4.50
H 0.52 -2.97 3.38
H -0.83 -2.10 4.23
Cl -2.86 0.63 3.85
C -1.46 1.28 4.64
C -0.21 1.08 4.08
C 0.91 1.64 4.66
Cl 2.45 1.42 3.93
C 0.82 2.41 5.85
Cl 2.20 3.07 6.60
C -0.47 2.60 6.43
Cl -0.63 3.52 7.85
C -1.62 2.02 5.84
Cl -3.16 2.19 6.58

***

# 3
18
Properties=species:S:1:pos:R:3 method="wB97M-V/def2-TZVPD" e_homo_ev=-8.95 orbital_gap_ev=9.64
C -0.82 -1.91 0.06
C -2.12 -1.33 0.43
O -2.39 -0.73 1.54
O -3.05 -1.50 -0.56
H -0.57 -2.73 0.78
H -0.04 -1.27 0.54
H -0.64 -2.02 -1.00
H -3.94 -1.08 -0.11
C 1.17 1.07 -1.34
C 1.07 0.99 0.20
N 1.91 2.06 0.78
H 0.43 1.75 -1.69
H 1.03 0.06 -1.73
H 2.18 1.34 -1.46
H 0.07 0.91 0.69
H 1.45 -0.10 0.36
H 1.45 2.53 1.61
H 2.83 1.96 0.89

***

# 4
35
Properties=species:S:1:pos:R:3 method="wB97M-V/def2-TZVPD" total_charge=+1 e_homo_ev="-11.10 / -10.91" s2=0.765 orbital_gap_ev="6.40 / 6.28" multiplicity=2
Re -0.27 0.31 1.02
N 0.99 2.10 4.87
C 0.90 1.46 3.70
S -0.29 2.07 2.53
N 1.67 0.45 3.46
N 1.41 -0.03 2.19
C 2.28 -0.83 1.71
C 2.15 -1.16 0.31
C 3.10 -1.87 -0.39
C 2.96 -2.03 -1.76
C 1.86 -1.48 -2.39
C 0.92 -0.80 -1.64
N 1.06 -0.62 -0.31
H 0.41 2.89 5.08
H 1.64 1.77 5.57
H 3.12 -1.15 2.31
H 3.95 -2.29 0.14
H 3.71 -2.57 -2.32
H 1.70 -1.59 -3.45
H 0.04 -0.40 -2.08
F -2.44 -0.47 -4.42
C -2.34 -0.06 -3.17
C -1.63 1.09 -2.90
C -1.53 1.50 -1.58
C -2.16 0.79 -0.55
C -2.11 1.33 0.81
C -2.88 -0.37 -0.88
C -2.98 -0.80 -2.18
H -1.18 1.65 -3.71
H -1.00 2.42 -1.35
H -2.84 0.98 1.53
H -2.07 2.42 0.85
H -3.38 -0.93 -0.09
H -3.55 -1.68 -2.45
I -1.22 -2.07 1.57

***

# 5
7
Properties=species:S:1:pos:R:3 method="wB97M-V/def2-TZVPD" e_homo_ev="-11.50 / -10.99" orbital_gap_ev="8.93 / 9.49"
C 0.37 -0.39 0.02
N 0.10 0.66 0.87
O -0.03 0.35 2.05
O -0.55 -0.96 -2.06
O -0.14 1.76 0.36
O -0.43 -0.02 -1.24
H 0.67 -1.40 0.00

***

Calculated values (eV) of E for the records, taken in order: -137824.3798; -108028.5888; -9910.2745; -44467.1503; -10723.6391.
Calculated values (eV) of energy above the lowest of the compared OMol25 structures with the same formula, charge and spin for the records, taken in order: 0.0000; 0.0000; 1.9674; 0.0689; 7.5213.